Record 1
{"formula": "C27H58BrClN4O9S", "method": "ωB97M-V/def2-TZVPD", "symbols": ["N", "C", "C", "C", "C", "C", "C", "C", "N", "O", "C", "Br", "C", "Cl", "C", "N", "S", "N", "C", "H", "H", "H", "H", "H", "H", "H", "H", "H", "H", "C", "C", "O", "H", "H", "H", "H", "H", "H", "C", "C", "O", "H", "H", "H", "H", "H", "H", "C", "C", "O", "H", "H", "H", "H", "H", "H", "C", "C", "O", "H", "H", "H", "H", "H", "H", "C", "C", "O", "H", "H", "H", "H", "H", "H", "C", "C", "O", "H", "H", "H", "H", "H", "H", "C", "C", "O", "H", "H", "H", "H", "H", "H", "C", "C", "O", "H", "H", "H", "H", "H", "H"], "coordinates": [[0.83, 2.28, 3.34], [1.33, 1.12, 3.36], [0.67, -0.04, 2.62], [0.13, 0.32, 1.25], [-1.01, 1.04, 1.03], [-1.89, 1.48, 2.18], [-2.31, 0.36, 3.15], [-2.51, -0.96, 2.44], [-2.08, -2.14, 3.10], [-3.02, -1.05, 1.35], [-1.38, 1.38, -0.33], [-2.92, 2.42, -0.68], [-0.66, 0.97, -1.41], [-1.08, 1.34, -3.04], [0.48, 0.16, -1.21], [1.27, -0.38, -2.15], [2.40, -1.19, -1.36], [1.98, -0.90, 0.16], [0.87, -0.15, 0.12], [1.39, 2.91, 3.91], [2.24, 0.89, 3.92], [1.43, -0.82, 2.50], [-0.09, -0.46, 3.27], [-2.80, 1.90, 1.78], [-1.40, 2.28, 2.73], [-3.26, 0.66, 3.61], [-1.59, 0.26, 3.96], [-1.29, -2.53, 2.60], [-1.79, -1.94, 4.05], [-6.08, 1.99, -2.87], [-6.00, 1.01, -4.02], [-5.12, 1.46, -5.04], [-6.42, 2.96, -3.23], [-6.77, 1.64, -2.09], [-5.10, 2.13, -2.42], [-6.98, 0.88, -4.49], [-5.67, 0.02, -3.65], [-4.25, 1.56, -4.65], [2.60, 2.48, -3.96], [4.08, 2.25, -4.18], [4.55, 1.08, -3.50], [2.38, 2.58, -2.90], [2.26, 3.38, -4.47], [2.01, 1.63, -4.34], [4.66, 3.08, -3.79], [4.30, 2.15, -5.25], [4.06, 0.33, -3.84], [-5.98, 6.21, -3.67], [-6.90, 5.98, -2.49], [-6.35, 6.46, -1.27], [-5.02, 5.73, -3.50], [-6.41, 5.81, -4.59], [-5.80, 7.28, -3.81], [-7.07, 4.91, -2.35], [-7.88, 6.45, -2.67], [-6.20, 7.40, -1.37], [0.47, -6.20, 1.49], [0.14, -5.06, 2.43], [1.12, -4.03, 2.39], [1.44, -6.63, 1.73], [-0.29, -6.99, 1.55], [0.51, -5.85, 0.45], [0.10, -5.41, 3.46], [-0.84, -4.63, 2.18], [1.18, -3.70, 1.49], [4.83, -5.39, 4.08], [3.76, -6.47, 4.01], [3.77, -7.15, 2.76], [4.68, -4.67, 3.27], [4.79, -4.86, 5.03], [5.82, -5.82, 3.97], [2.77, -6.03, 4.11], [3.90, -7.19, 4.83], [4.63, -7.56, 2.65], [4.99, 2.58, 0.79], [3.90, 2.09, 1.72], [4.08, 2.57, 3.06], [5.97, 2.26, 1.14], [4.84, 2.18, -0.22], [4.99, 3.67, 0.73], [3.90, 1.00, 1.78], [2.91, 2.40, 1.35], [4.07, 3.53, 3.03], [6.37, 1.23, -7.45], [7.41, 0.31, -6.84], [7.81, 0.75, -5.55], [6.75, 2.25, -7.52], [6.08, 0.90, -8.45], [5.47, 1.25, -6.83], [8.31, 0.30, -7.45], [7.03, -0.71, -6.78], [7.03, 0.76, -4.98], [-5.50, -3.45, 4.56], [-5.78, -2.29, 5.50], [-4.74, -1.32, 5.43], [-4.55, -3.92, 4.81], [-6.28, -4.21, 4.62], [-5.44, -3.10, 3.53], [-5.82, -2.62, 6.54], [-6.74, -1.82, 5.25], [-4.68, -1.02, 4.52]], "e_lumo_ev": -0.90, "fmax_ha_per_bohr": 0.0168, "e_above_lowest_ev": 0.000, "multiplicity": 1, "energy_ev": -146725.670, "e_homo_ev": -8.95, "gap_ev": 8.05}

***

Record 2
{"formula": "C27H58F3N10O9S2", "method": "ωB97M-V/def2-TZVPD", "symbols": ["O", "S", "O", "O", "C", "C", "C", "C", "N", "C", "N", "C", "N", "S", "N", "C", "C", "C", "F", "F", "F", "H", "H", "H", "H", "H", "H", "H", "H", "H", "H", "H", "H", "H", "H", "H", "H", "C", "O", "N", "C", "C", "H", "H", "H", "H", "H", "H", "H", "C", "O", "N", "C", "C", "H", "H", "H", "H", "H", "H", "H", "C", "O", "N", "C", "C", "H", "H", "H", "H", "H", "H", "H", "C", "O", "N", "C", "C", "H", "H", "H", "H", "H", "H", "H", "C", "O", "N", "C", "C", "H", "H", "H", "H", "H", "H", "H", "C", "O", "N", "C", "C", "H", "H", "H", "H", "H", "H", "H"], "coordinates": [[4.34, 1.06, 1.61], [3.81, 2.35, 1.16], [3.73, 2.30, -0.30], [4.83, 3.52, 1.64], [2.23, 2.75, 1.94], [1.08, 1.82, 1.48], [1.34, 0.29, 1.79], [1.51, -0.43, 0.42], [1.73, -1.88, 0.52], [1.41, -2.58, 1.61], [1.73, -3.90, 1.48], [2.27, -3.92, 0.22], [2.74, -5.08, -0.27], [3.49, -5.39, -1.75], [2.27, -2.72, -0.42], [2.67, -2.21, -1.72], [4.21, -1.79, -1.66], [5.02, -2.23, -2.90], [4.30, -2.38, -4.03], [5.80, -3.33, -2.66], [5.92, -1.23, -3.16], [5.65, 3.37, 1.14], [1.98, 3.80, 1.65], [2.37, 2.71, 3.04], [0.17, 2.16, 2.01], [0.86, 1.88, 0.39], [2.25, 0.16, 2.42], [0.42, -0.09, 2.29], [2.44, 0.00, -0.04], [0.70, -0.19, -0.31], [0.93, -2.23, 2.53], [2.63, -5.89, 0.35], [2.57, -5.96, -2.61], [2.12, -1.27, -2.01], [2.47, -2.92, -2.55], [4.65, -2.12, -0.70], [4.25, -0.68, -1.64], [-0.29, -1.43, -3.23], [0.31, -0.63, -2.52], [-0.91, -1.12, -4.37], [-1.61, -2.12, -5.17], [-0.89, 0.26, -4.84], [-0.36, -2.50, -2.97], [-1.16, -2.17, -6.16], [-2.66, -1.84, -5.26], [-1.54, -3.10, -4.70], [0.14, 0.58, -4.98], [-1.35, 0.90, -4.08], [-1.44, 0.35, -5.77], [2.32, -8.62, -0.81], [2.69, -7.75, -0.04], [2.66, -9.92, -0.74], [2.18, -10.90, -1.70], [3.55, -10.35, 0.33], [1.65, -8.40, -1.66], [1.62, -11.67, -1.17], [3.04, -11.35, -2.21], [1.54, -10.43, -2.44], [3.08, -10.12, 1.29], [4.49, -9.81, 0.26], [3.73, -11.42, 0.26], [0.11, -7.02, 5.57], [-0.93, -6.80, 4.97], [1.34, -6.69, 5.12], [2.54, -6.98, 5.88], [1.46, -6.02, 3.84], [0.12, -7.53, 6.55], [3.06, -6.05, 6.10], [3.19, -7.63, 5.28], [2.30, -7.48, 6.81], [0.90, -5.09, 3.87], [1.03, -6.66, 3.06], [2.50, -5.82, 3.61], [-0.98, 5.46, 1.05], [-0.48, 4.47, 1.59], [-0.99, 5.70, -0.27], [-1.60, 6.89, -0.84], [-0.38, 4.73, -1.16], [-1.47, 6.26, 1.64], [-2.39, 6.60, -1.52], [-0.83, 7.45, -1.39], [-2.01, 7.52, -0.06], [-0.87, 3.76, -1.04], [0.68, 4.61, -0.90], [-0.46, 5.06, -2.20], [-4.98, 7.13, -1.85], [-4.05, 7.89, -1.65], [-6.06, 7.41, -2.60], [-7.14, 6.45, -2.79], [-6.16, 8.71, -3.24], [-5.00, 6.11, -1.41], [-7.24, 6.23, -3.86], [-8.07, 6.88, -2.42], [-6.93, 5.52, -2.26], [-5.30, 8.85, -3.91], [-6.13, 9.49, -2.48], [-7.08, 8.79, -3.81], [-3.55, 8.15, 2.59], [-2.40, 7.78, 2.40], [-4.52, 7.40, 3.14], [-5.87, 7.90, 3.34], [-4.21, 6.04, 3.55], [-3.89, 9.16, 2.31], [-6.11, 7.87, 4.40], [-6.57, 7.28, 2.78], [-5.95, 8.93, 2.99], [-3.41, 6.06, 4.29], [-3.86, 5.47, 2.68], [-5.09, 5.56, 3.97]], "e_lumo_ev": -1.84, "fmax_ha_per_bohr": 0.0623, "multiplicity": 1, "energy_ev": -92084.850, "e_homo_ev": -10.33, "total_charge": 1, "gap_ev": 8.49}